(1)
The following is a quantum chemistry calculation of 2 unconnected molecules or ions with the total composition C4H8F2N3O in a non-equilibrium geometry, from OMol25.

ORCA input file:
```
! RIJCOSX wB97M-V def2-TZVPD def2/J DEFGRID3
* xyz 1 1
C 2.31077 0.40550 0.04127
C -1.38542 -0.23955 0.26449
C 3.19217 -0.48192 -0.67591
C -0.43747 -1.19390 -0.01894
N 1.42603 1.03115 0.48029
N -0.95434 0.71302 1.25807
N -2.66201 0.04974 -0.23207
O -2.73680 1.41171 -0.38041
F 0.57598 -1.45537 0.78053
F -0.57346 -2.01200 -0.98218
H 4.21587 -0.18187 -0.52504
H 3.11095 -0.42396 -1.78066
H 2.93163 -1.47650 -0.28756
H 0.05144 0.86886 1.01313
H -1.05503 0.34883 2.13774
H -1.54869 1.54408 0.96493
H -3.06760 -0.48958 -0.99304
H -3.39402 1.58176 -1.06463
*
```

Max |F| (Eh/bohr): 0.077
LUMO (eV): -2.784
Molecular weight (g mol⁻¹): 152.1
HOMO energy (eV): -12.719
Energy above the lowest of the compared OMol25 structures with the same formula, charge and spin (eV): 0.603
Orbital gap (hartree): 0.3651



(2)
The following is a quantum chemistry calculation of a single C5H10Si2 molecule in a non-equilibrium geometry, from OMol25.

ORCA input file:
```
! RIJCOSX wB97M-V def2-TZVPD def2/J DEFGRID3
* xyz 0 1
Si -1.96061 -0.88766 0.14240
Si -1.00258 1.17198 -0.07252
C 0.91507 1.06634 -0.02024
C 1.26806 0.23296 -1.14880
C 1.87238 -0.89824 -0.74084
C 2.14436 -0.74399 0.68033
C 1.56107 0.42440 1.12308
H -0.62170 -1.83275 0.37112
H -2.46480 -1.11149 -1.24509
H -3.03228 -1.42786 0.96633
H -1.60721 2.10543 -1.26994
H -1.21692 1.96787 1.02062
H 1.29590 2.17719 -0.24393
H 1.06341 0.41621 -2.24393
H 2.25519 -1.80497 -1.38840
H 2.70464 -1.44910 1.31588
H 1.54937 0.98298 2.00398
*
```

Max |F| (Eh/bohr): 0.067
LUMO (eV): 0.628
Molecular weight (g mol⁻¹): 126.3
SMILES: [SiH3][SiH2]C1C=CC=C1
HOMO energy (eV): -8.636
Orbital gap (hartree): 0.3404



(3)
The following is a quantum chemistry calculation of a molecular structure, C38H23N9OV, from OMol25.

ORCA input file:
```
! RIJCOSX wB97M-V def2-TZVPD def2/J DEFGRID3
* xyz 1 3
V -0.01814 -0.08648 0.27499
C 3.09651 5.26237 -1.91530
C 2.82416 5.76016 -0.62934
C 2.06036 5.04640 0.27287
C 1.57389 3.81080 -0.14517
C 0.75064 2.82077 0.52623
N 0.32063 2.99079 1.75368
C -0.44986 2.11948 2.37542
C -1.16666 2.39156 3.60168
C -1.18819 3.49085 4.45544
C -2.03738 3.43054 5.54259
C -2.85951 2.31469 5.77286
C -2.85235 1.23007 4.91868
C -1.98512 1.28306 3.83127
C -1.74198 0.36394 2.74065
N -2.43804 -0.75661 2.55911
C -2.43355 -1.43169 1.44254
N -1.74748 -1.17417 0.26765
C -2.01296 -2.21618 -0.60043
N -1.52250 -2.43717 -1.79136
C -0.64274 -1.60789 -2.35685
N 0.00412 -0.58433 -1.75017
C 0.69781 0.10311 -2.71996
N 1.29368 1.27304 -2.58805
C 1.19525 2.02421 -1.51543
N 0.52272 1.75683 -0.33438
C 1.84264 3.31878 -1.41850
C 2.61064 4.03823 -2.33035
C 0.57461 -0.59163 -3.98591
C 1.08439 -0.32970 -5.25328
C 0.72547 -1.19462 -6.26947
C -0.13207 -2.28201 -6.03855
C -0.65369 -2.53219 -4.78372
C -0.27874 -1.67134 -3.75764
C -2.96440 -3.13778 0.01627
C -3.56117 -4.29593 -0.45788
C -4.43197 -4.94874 0.39969
C -4.69426 -4.45742 1.68441
C -4.09524 -3.29824 2.15040
C -3.22427 -2.65067 1.28769
N -0.77112 0.86041 1.92803
H 3.69702 5.85789 -2.59008
H 3.22182 6.72622 -0.34812
H 1.84127 5.42536 1.26151
H -0.56477 4.35477 4.27041
H -2.07966 4.26164 6.23396
H -3.51314 2.31618 6.63479
H -3.49136 0.37249 5.07825
H 2.80802 3.64818 -3.31940
H 1.73194 0.51838 -5.42900
H 1.10445 -1.03204 -7.26974
H -0.39156 -2.92873 -6.86602
H -1.32778 -3.35785 -4.60145
H -3.35586 -4.66455 -1.45337
H -4.92386 -5.85578 0.07453
H -5.38346 -4.99654 2.32072
H -4.29514 -2.90811 3.13877
O 0.41264 -1.88918 1.50854
C 1.30364 -2.68156 0.71379
C 2.47228 -1.82055 0.33080
C 3.74542 -2.31744 0.13609
C 4.77253 -1.42845 -0.14066
C 4.48895 -0.07474 -0.17358
C 3.18607 0.34366 0.02764
N 2.18078 -0.51191 0.24867
H 0.82940 -1.68652 2.35806
H 0.72408 -2.99279 -0.15774
H 1.61783 -3.57380 1.25518
H 3.92522 -3.38099 0.21645
H 5.78057 -1.78693 -0.29856
H 5.25887 0.66315 -0.34686
H 2.94964 1.39526 0.02598
*
```

Max |F| (Eh/bohr): 0.005
LUMO (spin up / spin down) (eV): -4.068 / -4.101
Molecular weight (g mol⁻¹): 672.6
HOMO energy (spin up / spin down) (eV): -9.110 / -9.058
Energy above the lowest of the compared OMol25 structures with the same formula, charge and spin (eV): 0.000
Orbital gap (spin up / spin down) (hartree): 0.1853 / 0.1822



(4)
The following is a quantum chemistry calculation of a molecular structure, C5H8O2 in a non-equilibrium geometry, from OMol25.

ORCA input file:
```
! RIJCOSX wB97M-V def2-TZVPD def2/J DEFGRID3
* xyz 0 1
C 1.95157 -0.39365 0.47035
C 0.90227 0.67063 0.30837
O 0.74526 1.25391 -0.97330
C -0.32065 0.47588 -0.48800
C -1.74112 0.92302 -0.31442
O -2.15150 -0.22438 -0.95323
C -0.93886 -0.73857 -1.10551
H 1.84886 -0.87533 1.44807
H 1.87000 -1.15388 -0.31143
H 2.94912 0.05478 0.41451
H 0.82861 1.39779 1.11873
H -1.68155 -0.51621 1.41553
H -2.21258 1.84719 -0.63343
H -0.79846 -1.81375 -1.10833
H -1.35194 -1.19369 1.35887
*
```

Max |F| (Eh/bohr): 0.030
LUMO (spin up / spin down) (eV): -0.017 / 0.274
Molecular weight (g mol⁻¹): 100.1
HOMO energy (spin up / spin down) (eV): -7.950 / -8.280
Energy above the lowest of the compared OMol25 structures with the same formula, charge and spin (eV): 6.635
Orbital gap (spin up / spin down) (hartree): 0.2915 / 0.3144



(5)
The following is a quantum chemistry calculation of 3 unconnected molecules or ions with the total composition C27H48BF2IN3O10 in a non-equilibrium geometry, from OMol25.

ORCA input file:
```
! RIJCOSX wB97M-V def2-TZVPD def2/J DEFGRID3
* xyz -1 1
C 3.03352 1.90795 0.37898
C 3.94494 1.22234 -0.59523
O 4.34828 1.79198 -1.60228
N 4.40723 -0.08456 -0.27998
C 3.53891 -1.05611 0.39565
C 2.84085 -2.01718 -0.57841
C 2.25610 -1.31821 -1.79867
C 0.86302 -0.71794 -1.50651
B -0.43442 -1.60764 -1.93216
C -0.72485 -1.64348 -3.55045
C 0.40462 -1.27776 -4.43386
N 1.23394 -2.04056 -5.05015
O -1.70179 -1.02808 -1.26708
C -1.94970 -1.82141 -0.14518
C -3.35466 -1.64391 0.43785
C -3.90292 -0.24869 0.13845
C -3.03151 0.83379 0.77609
C -3.11974 0.85475 2.31192
C -1.92562 0.29782 3.10933
N -0.58430 0.56014 2.59129
C -1.52175 -3.20577 -0.62816
I -3.15038 -3.98356 -2.02250
O -1.45520 -4.25483 0.28982
C -0.61005 -4.08117 1.43093
C 0.19355 -5.35355 1.66282
C -0.67058 -6.60389 1.54537
C 0.98107 -5.33776 2.98901
C 2.26221 -4.51880 2.88523
C 0.16497 -4.87860 4.19876
O -0.39010 -3.01124 -1.31133
H 3.56347 2.08455 1.31550
H 2.14541 1.33204 0.61850
H 2.71169 2.85391 -0.05107
H 5.30927 -0.03509 0.16599
H 4.17034 -1.63347 1.06907
H 2.79152 -0.57334 1.02997
H 2.02135 -2.49587 -0.04037
H 3.53374 -2.81478 -0.86176
H 2.96428 -0.56367 -2.14011
H 2.18595 -2.03860 -2.61520
H 0.76535 0.24894 -2.01102
H 0.79507 -0.50921 -0.42911
H -1.56147 -0.96098 -3.71976
H -1.06730 -2.64149 -3.84411
H 0.57285 -0.20357 -4.56891
H 0.98841 -3.01584 -4.86446
H -1.21799 -1.58323 0.64795
H -3.29209 -1.75673 1.52586
H -4.02565 -2.42310 0.08169
H -3.95089 -0.11680 -0.94253
H -4.92136 -0.15959 0.53113
H -2.01041 0.70006 0.42293
H -3.35163 1.81356 0.40736
H -3.30104 1.88163 2.63848
H -3.99648 0.28162 2.62655
H -2.01767 -0.78585 3.20156
H -1.99377 0.71704 4.11577
H -0.55528 1.45387 2.11553
H -0.38421 -0.10776 1.85445
H -1.25161 -3.85330 2.28543
H 0.07273 -3.24854 1.26307
H 0.92919 -5.37875 0.85149
H -1.16054 -6.64066 0.57361
H -1.44132 -6.63868 2.31915
H -0.04461 -7.49368 1.63975
H 1.27086 -6.37447 3.19132
H 2.05181 -3.44864 2.91656
H 2.92400 -4.74124 3.72552
H 2.80244 -4.74139 1.96637
H -0.75048 -5.46275 4.30665
H -0.11714 -3.82888 4.10737
H 0.75534 -4.99151 5.10877
C -1.08804 3.56863 -2.16984
C -1.23901 4.99138 -1.66674
O -1.09014 4.83577 -0.26668
C -0.34157 3.71691 -0.04297
O 0.13712 3.41433 0.99521
O -0.22886 3.00502 -1.17730
F -2.45813 5.52394 -1.93202
H -2.04832 3.05079 -2.16198
H -0.62901 3.49052 -3.15025
H -0.47019 5.67478 -2.02564
C 0.89986 9.10215 -0.93459
C 0.95994 8.65430 -2.38254
O -0.34021 8.95168 -2.84529
C -0.85177 9.96301 -2.08417
O -1.81501 10.58903 -2.35140
O -0.07497 10.14753 -0.99233
F 1.19069 7.32293 -2.50411
H 0.53378 8.29211 -0.30170
H 1.83964 9.48336 -0.54800
H 1.68881 9.18528 -2.99668
*
```

Max |F| (Eh/bohr): 0.028
LUMO (eV): 1.790
Molecular weight (g mol⁻¹): 750.4
HOMO energy (eV): -5.304
Orbital gap (hartree): 0.2607